The following is a DFT calculation (the ωB97M-V functional and the def2-TZVPD basis) of AsF6H26O13 as an isolated structure.

2S+1: 2
Largest force on an atom, eV/A: 2.0
ΔE to the lowest compared entry with this formula, charge and spin, kcal per mole: 13.6
Calculated total energy, eV: -104188.5313
Charge: -2
Gap between HOMO and LUMO (alpha / beta), eV: 3.191 / 8.941

Atoms and positions in Å:
As1 -0.351 -0.367 0.192
F1 -0.088 1.420 0.027
F2 -1.415 -0.061 1.656
F3 -0.610 -2.112 0.424
F4 0.704 -0.632 -1.229
F5 1.147 -0.451 1.233
F6 -1.764 -0.335 -0.918
O1 0.836 0.038 4.199
H1 1.013 -0.167 3.281
H2 0.560 0.954 4.191
O2 3.853 0.691 -1.137
H3 3.438 0.198 -0.428
H4 4.791 0.622 -0.960
O3 -3.604 1.366 1.381
H5 -3.014 0.613 1.343
H6 -3.402 1.869 0.592
O4 2.677 -3.050 -2.188
H7 3.553 -2.721 -2.391
H8 2.141 -2.262 -2.098
O5 -2.914 3.123 -0.716
H9 -3.453 3.391 -1.461
H10 -2.014 3.248 -1.015
O6 0.335 2.843 2.607
H11 -0.229 2.502 1.913
H12 1.175 3.001 2.178
O7 -2.724 -0.525 3.997
H13 -3.070 -1.231 3.452
H14 -2.056 -0.107 3.453
O8 3.853 -1.552 0.648
H15 4.110 -1.684 1.561
H16 3.013 -2.002 0.568
O9 0.137 2.362 -2.624
H17 0.185 1.623 -2.017
H18 -0.058 3.116 -2.068
O10 -4.055 0.056 -3.053
H19 -3.498 0.833 -3.091
H20 -3.706 -0.454 -2.322
O11 -0.838 -2.216 -3.923
H21 -0.418 -2.567 -4.709
H22 -0.355 -1.413 -3.732
O12 -1.885 -3.586 -1.621
H23 -1.700 -3.032 -2.380
H24 -1.644 -3.048 -0.867
O13 3.609 0.897 2.807
H25 4.358 0.814 2.217
H26 3.379 -0.005 3.031

***

The following is a DFT calculation (the ωB97M-V functional and the def2-TZVPD basis) of AsF6H28O14 as an isolated structure.

Largest force on an atom, eV/A: 2.3
ΔE to the lowest compared entry with this formula, charge and spin, kcal per mole: 66.0
Calculated total energy, eV: -106268.7333
Charge: -1
Gap between HOMO and LUMO, eV: 11.246

Atoms and positions in Å:
As1 0.849 0.221 -0.728
F1 0.978 0.377 1.061
F2 1.487 1.883 -0.842
F3 0.783 0.205 -2.511
F4 0.343 -1.509 -0.568
F5 -0.921 0.703 -0.590
F6 2.574 -0.325 -0.848
O1 -2.912 5.065 -1.090
H1 -3.036 4.118 -1.150
H2 -3.296 5.409 -1.897
O2 -5.979 1.716 -1.840
H3 -5.995 0.832 -1.474
H4 -5.747 1.590 -2.761
O3 -4.171 -2.028 -2.241
H5 -4.351 -1.666 -3.109
H6 -3.373 -1.583 -1.956
O4 0.159 3.226 4.736
H7 0.587 4.004 4.379
H8 0.136 2.608 4.005
O5 1.629 6.093 1.676
H9 2.437 6.604 1.638
H10 1.583 5.654 0.827
O6 5.969 2.981 -1.916
H11 5.161 3.200 -2.380
H12 5.690 2.813 -1.015
O7 3.006 -1.221 -5.894
H13 3.619 -1.621 -5.277
H14 2.315 -0.854 -5.342
O8 -4.675 0.359 3.339
H15 -5.293 0.722 3.973
H16 -4.175 1.115 3.032
O9 6.182 -2.844 1.076
H17 5.609 -2.483 0.400
H18 6.922 -3.213 0.593
O10 -3.295 -6.039 -0.697
H19 -2.624 -6.272 -0.054
H20 -3.443 -5.103 -0.560
O11 0.580 5.196 -3.904
H21 1.321 4.736 -4.300
H22 0.417 4.727 -3.086
O12 0.855 -7.022 1.215
H23 1.501 -6.354 1.445
H24 1.009 -7.731 1.840
O13 -2.349 -3.379 3.109
H25 -2.514 -2.461 2.894
H26 -1.395 -3.457 3.113
O14 1.934 -3.295 4.308
H27 1.427 -3.183 5.113
H28 2.481 -2.511 4.259

***

The following is a DFT calculation (the ωB97M-V functional and the def2-TZVPD basis) of AsF6H30O15 as an isolated structure.

Largest force on an atom, eV/A: 2.4
ΔE to the lowest compared entry with this formula, charge and spin, kcal per mole: 90.8
Calculated total energy, eV: -108348.1891
Charge: -1
Gap between HOMO and LUMO, eV: 10.950

Atoms and positions in Å:
As1 4.517 13.018 19.924
F1 6.062 12.136 20.364
F2 5.485 14.460 19.390
F3 2.960 13.978 19.558
F4 3.568 11.576 20.264
F5 4.358 13.491 21.647
F6 4.580 12.314 18.338
O1 2.066 6.418 19.431
H1 1.778 7.286 19.148
H2 1.850 5.843 18.697
O2 6.494 8.414 17.074
H3 6.062 9.179 17.453
H4 5.955 8.183 16.318
O3 -2.279 14.197 17.443
H5 -2.039 13.748 16.633
H6 -1.443 14.382 17.872
O4 7.662 19.504 17.358
H7 8.360 19.007 17.785
H8 8.110 20.248 16.954
O5 3.094 16.991 24.519
H9 3.053 17.695 23.871
H10 3.515 16.266 24.058
O6 10.547 12.663 20.826
H11 9.670 12.280 20.825
H12 10.691 12.933 19.919
O7 -0.189 9.489 16.612
H13 0.544 9.602 16.007
H14 -0.969 9.578 16.063
O8 3.520 8.413 14.257
H15 3.482 7.523 13.906
H16 3.583 8.974 13.484
O9 0.065 9.790 25.074
H17 -0.175 10.319 24.313
H18 -0.048 10.378 25.820
O10 8.163 14.829 14.731
H19 8.639 14.054 15.029
H20 7.955 15.306 15.534
O11 -1.876 15.599 22.940
H21 -1.175 16.225 22.757
H22 -2.458 16.061 23.544
O12 3.830 7.071 24.229
H23 3.583 7.183 23.312
H24 3.112 7.469 24.722
O13 10.495 17.647 20.469
H25 10.321 16.784 20.845
H26 10.408 18.251 21.206
O14 -1.502 11.565 21.067
H27 -1.580 12.482 21.329
H28 -0.991 11.589 20.258
O15 2.092 17.975 16.656
H29 2.038 17.174 17.177
H30 2.143 17.669 15.750

***

The following is a DFT calculation (the ωB97M-V functional and the def2-TZVPD basis) of AsF6H30O15 as an isolated structure.

Largest force on an atom, eV/A: 1.2
ΔE to the lowest compared entry with this formula, charge and spin, kcal per mole: 10.9
Calculated total energy, eV: -108351.6541
Charge: -1
Gap between HOMO and LUMO, eV: 10.072

Atoms and positions in Å:
As1 0.004 0.450 -0.211
F1 -0.821 -0.815 -1.083
F2 -1.319 0.589 0.874
F3 0.878 1.710 0.574
F4 1.351 0.312 -1.310
F5 -0.685 1.610 -1.349
F6 0.728 -0.761 0.821
O1 -2.159 -2.169 1.592
H1 -2.801 -1.735 0.997
H2 -1.569 -1.458 1.865
O2 -3.806 -1.478 -0.586
H3 -3.209 -1.883 -1.229
H4 -3.846 -0.544 -0.841
O3 -0.123 -3.835 0.288
H5 -0.771 -3.196 0.645
H6 -0.606 -4.300 -0.399
O4 2.730 0.730 2.523
H7 2.609 0.373 1.632
H8 3.630 0.489 2.751
O5 3.875 -0.450 0.313
H9 4.716 -0.746 0.675
H10 3.380 -1.274 0.121
O6 -3.665 0.852 2.755
H11 -3.549 1.463 2.020
H12 -4.236 0.157 2.414
O7 3.914 0.505 -2.214
H13 4.004 0.130 -1.322
H14 2.969 0.456 -2.391
O8 3.986 2.720 0.122
H15 3.323 3.355 -0.160
H16 3.623 1.865 -0.140
O9 -1.960 -2.981 -2.393
H17 -1.302 -2.408 -1.969
H18 -1.482 -3.788 -2.598
O10 2.678 -3.098 -0.068
H19 3.117 -3.585 0.637
H20 1.726 -3.201 0.130
O11 0.772 -1.978 3.293
H21 0.093 -1.444 3.713
H22 0.826 -1.641 2.386
O12 -0.762 4.383 -1.808
H23 -1.433 4.615 -2.455
H24 -0.855 3.429 -1.687
O13 -1.249 3.459 2.221
H25 -0.473 2.928 2.003
H26 -1.123 3.703 3.141
O14 -3.560 1.470 -1.141
H27 -4.044 2.245 -0.843
H28 -2.629 1.685 -0.988
O15 -0.069 1.121 -4.082
H29 -0.962 0.766 -4.098
H30 0.134 1.200 -3.141

***

The following is a DFT calculation (the ωB97M-V functional and the def2-TZVPD basis) of AsF6H34O17 as an isolated structure.

Largest force on an atom, eV/A: 1.2
ΔE to the lowest compared entry with this formula, charge and spin, kcal per mole: 34.7
Calculated total energy, eV: -112510.8819
Charge: -1
Gap between HOMO and LUMO, eV: 8.760

Atoms and positions in Å:
As1 -5.764 -11.149 -2.414
F1 -6.220 -10.550 -0.835
F2 -4.125 -10.576 -2.169
F3 -5.274 -11.758 -4.004
F4 -7.299 -11.884 -2.729
F5 -6.324 -9.643 -3.080
F6 -5.263 -12.606 -1.547
O1 -6.632 -9.054 1.275
H1 -6.168 -9.359 0.467
H2 -6.057 -8.374 1.640
O2 -6.989 -11.898 1.963
H3 -7.185 -10.949 1.995
H4 -6.035 -11.924 1.749
O3 -9.110 -9.060 -3.287
H5 -9.996 -9.198 -2.936
H6 -8.633 -9.876 -3.076
O4 -8.833 -12.206 -5.577
H7 -9.025 -12.352 -4.640
H8 -8.950 -13.070 -5.983
O5 -9.227 -12.657 -0.354
H9 -9.724 -11.949 0.064
H10 -8.936 -12.287 -1.198
O6 -2.046 -11.927 -3.332
H11 -2.893 -11.654 -2.934
H12 -2.254 -12.731 -3.847
O7 -1.943 -9.277 -4.130
H13 -1.150 -9.348 -4.668
H14 -2.260 -10.203 -4.040
O8 -1.858 -11.614 -0.196
H15 -1.963 -11.039 -0.964
H16 -1.256 -12.303 -0.494
O9 -4.276 -15.440 -0.746
H17 -4.401 -14.620 -1.242
H18 -4.089 -16.107 -1.413
O10 -4.427 -12.014 1.045
H19 -3.538 -11.832 0.693
H20 -4.927 -12.367 0.288
O11 -3.136 -14.204 -4.480
H21 -3.806 -14.080 -5.182
H22 -3.326 -15.065 -4.096
O12 -9.430 -14.099 -3.155
H23 -9.943 -14.516 -3.854
H24 -8.556 -14.523 -3.205
O13 -5.354 -8.285 -5.852
H25 -6.292 -8.214 -5.641
H26 -4.944 -8.559 -5.023
O14 -4.705 -13.254 -6.548
H27 -4.885 -12.765 -5.724
H28 -4.905 -12.610 -7.235
O15 -7.161 -14.598 -0.852
H29 -6.588 -14.264 -1.549
H30 -7.867 -13.934 -0.775
O16 -4.303 -7.227 -0.791
H31 -4.199 -7.662 -1.646
H32 -4.968 -6.548 -0.946
O17 -6.666 -14.763 -3.771
H33 -6.033 -15.406 -4.104
H34 -6.554 -13.987 -4.342

***

The following is a DFT calculation (the ωB97M-V functional and the def2-TZVPD basis) of B2Cd2H38O19P as an isolated structure.

Largest force on an atom, eV/A: 5.2
ΔE to the lowest compared entry with this formula, charge and spin, kcal per mole: 169.5
Calculated total energy, eV: -59288.4643
Charge: -1
Gap between HOMO and LUMO, eV: 6.413

Atoms and positions in Å:
Cd1 -1.970 2.279 1.265
Cd2 1.711 -2.659 -1.440
P1 0.231 0.028 0.057
O1 -0.901 0.876 -0.664
O2 0.154 0.724 1.447
O3 1.624 -0.092 -0.731
O4 -0.019 -1.551 0.151
B1 1.560 -5.728 -1.813
H1 0.832 -6.493 -2.035
H2 1.594 -5.054 -2.654
H3 1.153 -5.173 -0.982
H4 2.526 -6.191 -1.687
B2 -4.078 4.055 0.232
H5 -5.050 4.489 0.057
H6 -3.818 4.020 1.279
H7 -4.029 3.053 -0.166
H8 -3.354 4.652 -0.300
O5 2.542 1.946 3.943
H9 2.664 1.186 4.512
H10 1.666 1.831 3.574
O6 -0.214 -2.264 -3.624
H11 -1.047 -1.833 -3.434
H12 -0.402 -2.832 -4.371
O7 0.110 2.467 -3.586
H13 1.066 2.471 -3.548
H14 -0.162 2.088 -2.750
O8 -3.336 -0.733 -2.551
H15 -2.709 -0.257 -2.007
H16 -4.155 -0.247 -2.455
O9 -2.099 2.944 4.075
H17 -2.221 2.273 4.747
H18 -2.134 3.772 4.554
O10 -3.187 -2.764 0.167
H19 -3.372 -2.233 -0.608
H20 -2.241 -2.685 0.292
O11 -0.094 4.554 1.308
H21 0.754 4.596 1.751
H22 -0.334 5.469 1.161
O12 3.844 -3.128 0.403
H23 4.367 -2.428 0.792
H24 3.896 -3.847 1.033
O13 4.207 2.097 -2.116
H25 4.857 1.504 -2.494
H26 3.560 1.518 -1.713
O14 4.696 0.392 1.046
H27 4.184 0.668 1.806
H28 4.045 0.230 0.364
O15 0.325 -3.967 2.796
H29 0.245 -3.410 2.022
H30 0.300 -3.358 3.534
O16 -3.129 4.254 -3.429
H31 -3.621 4.055 -2.632
H32 -2.268 3.864 -3.283
O17 4.025 -2.333 -3.340
H33 4.908 -2.082 -3.069
H34 4.045 -2.285 -4.296
O18 -3.853 0.153 1.899
H35 -3.580 -0.760 1.813
H36 -4.794 0.107 2.073
O19 0.469 -0.949 4.661
H37 0.340 -0.527 3.812
H38 -0.329 -0.749 5.152

***

Please write out number 2 again, unchanged.
The following is a DFT calculation (the ωB97M-V functional and the def2-TZVPD basis) of AsF6H28O14 as an isolated structure.

Largest force on an atom, eV/A: 2.3
ΔE to the lowest compared entry with this formula, charge and spin, kcal per mole: 66.0
Calculated total energy, eV: -106268.7333
Charge: -1
Gap between HOMO and LUMO, eV: 11.246

Atoms and positions in Å:
As1 0.849 0.221 -0.728
F1 0.978 0.377 1.061
F2 1.487 1.883 -0.842
F3 0.783 0.205 -2.511
F4 0.343 -1.509 -0.568
F5 -0.921 0.703 -0.590
F6 2.574 -0.325 -0.848
O1 -2.912 5.065 -1.090
H1 -3.036 4.118 -1.150
H2 -3.296 5.409 -1.897
O2 -5.979 1.716 -1.840
H3 -5.995 0.832 -1.474
H4 -5.747 1.590 -2.761
O3 -4.171 -2.028 -2.241
H5 -4.351 -1.666 -3.109
H6 -3.373 -1.583 -1.956
O4 0.159 3.226 4.736
H7 0.587 4.004 4.379
H8 0.136 2.608 4.005
O5 1.629 6.093 1.676
H9 2.437 6.604 1.638
H10 1.583 5.654 0.827
O6 5.969 2.981 -1.916
H11 5.161 3.200 -2.380
H12 5.690 2.813 -1.015
O7 3.006 -1.221 -5.894
H13 3.619 -1.621 -5.277
H14 2.315 -0.854 -5.342
O8 -4.675 0.359 3.339
H15 -5.293 0.722 3.973
H16 -4.175 1.115 3.032
O9 6.182 -2.844 1.076
H17 5.609 -2.483 0.400
H18 6.922 -3.213 0.593
O10 -3.295 -6.039 -0.697
H19 -2.624 -6.272 -0.054
H20 -3.443 -5.103 -0.560
O11 0.580 5.196 -3.904
H21 1.321 4.736 -4.300
H22 0.417 4.727 -3.086
O12 0.855 -7.022 1.215
H23 1.501 -6.354 1.445
H24 1.009 -7.731 1.840
O13 -2.349 -3.379 3.109
H25 -2.514 -2.461 2.894
H26 -1.395 -3.457 3.113
O14 1.934 -3.295 4.308
H27 1.427 -3.183 5.113
H28 2.481 -2.511 4.259

***

What did the first record say?
The following is a DFT calculation (the ωB97M-V functional and the def2-TZVPD basis) of AsF6H26O13 as an isolated structure.

2S+1: 2
Largest force on an atom, eV/A: 2.0
ΔE to the lowest compared entry with this formula, charge and spin, kcal per mole: 13.6
Calculated total energy, eV: -104188.5313
Charge: -2
Gap between HOMO and LUMO (alpha / beta), eV: 3.191 / 8.941

Atoms and positions in Å:
As1 -0.351 -0.367 0.192
F1 -0.088 1.420 0.027
F2 -1.415 -0.061 1.656
F3 -0.610 -2.112 0.424
F4 0.704 -0.632 -1.229
F5 1.147 -0.451 1.233
F6 -1.764 -0.335 -0.918
O1 0.836 0.038 4.199
H1 1.013 -0.167 3.281
H2 0.560 0.954 4.191
O2 3.853 0.691 -1.137
H3 3.438 0.198 -0.428
H4 4.791 0.622 -0.960
O3 -3.604 1.366 1.381
H5 -3.014 0.613 1.343
H6 -3.402 1.869 0.592
O4 2.677 -3.050 -2.188
H7 3.553 -2.721 -2.391
H8 2.141 -2.262 -2.098
O5 -2.914 3.123 -0.716
H9 -3.453 3.391 -1.461
H10 -2.014 3.248 -1.015
O6 0.335 2.843 2.607
H11 -0.229 2.502 1.913
H12 1.175 3.001 2.178
O7 -2.724 -0.525 3.997
H13 -3.070 -1.231 3.452
H14 -2.056 -0.107 3.453
O8 3.853 -1.552 0.648
H15 4.110 -1.684 1.561
H16 3.013 -2.002 0.568
O9 0.137 2.362 -2.624
H17 0.185 1.623 -2.017
H18 -0.058 3.116 -2.068
O10 -4.055 0.056 -3.053
H19 -3.498 0.833 -3.091
H20 -3.706 -0.454 -2.322
O11 -0.838 -2.216 -3.923
H21 -0.418 -2.567 -4.709
H22 -0.355 -1.413 -3.732
O12 -1.885 -3.586 -1.621
H23 -1.700 -3.032 -2.380
H24 -1.644 -3.048 -0.867
O13 3.609 0.897 2.807
H25 4.358 0.814 2.217
H26 3.379 -0.005 3.031

***

> Which of these has the highest largest force on an atom?

B2Cd2H38O19P